A structure of composition C10H30BF4O5RbS5, computed with the ωB97M-V functional and the def2-TZVPD basis.

multiplicity: 2
HOMO energy (alpha / beta): 0.47 / -6.49 eV
ΔE to the lowest compared entry with this formula, charge and spin: 27.01 kcal/mol
net charge: -1
frontier orbital gap (alpha / beta): 1.407 / 8.430 eV
LUMO level (alpha / beta): 1.9 / 1.9 eV

CARTESIAN COORDINATES (ANGSTROEM)
Rb -7.579282 16.270011 -4.582969
B -5.650843 13.712920 -6.243477
F -5.450523 14.912556 -6.791893
F -6.346314 12.948526 -7.192753
F -4.521006 13.034458 -5.914441
F -6.418140 13.839313 -5.075878
C -2.884841 16.038157 -4.908400
S -3.488011 16.251641 -3.177274
O -4.967072 16.062726 -3.184417
C -2.746712 14.716972 -2.445923
H -2.030052 16.632423 -5.231329
H -3.762450 16.392361 -5.449188
H -2.753662 14.987685 -5.168015
H -2.779454 14.547566 -1.369662
H -1.695908 14.678340 -2.733004
H -3.175213 13.867970 -2.978552
C -4.534909 18.843687 -7.662346
S -6.272425 19.375603 -7.436907
O -6.883366 18.464535 -6.395644
C -6.164303 21.073234 -6.741321
H -4.060675 19.010795 -6.695246
H -3.925494 19.126778 -8.520592
H -4.423881 17.759608 -7.685892
H -6.187085 21.799654 -7.553658
H -5.218332 20.949884 -6.214043
H -7.051300 21.153936 -6.112973
C -11.835071 15.729761 -6.320187
S -11.586664 17.375110 -5.573377
O -10.049601 17.369079 -5.534813
C -12.269305 17.005089 -3.840486
H -11.858059 15.838332 -7.404518
H -12.809791 15.413816 -5.948428
H -11.041975 14.989996 -6.211352
H -13.288405 17.391741 -3.835208
H -11.605324 17.303804 -3.029317
H -12.420611 15.994437 -3.461285
C -8.025843 17.961254 0.131562
S -7.093939 17.984145 -1.400799
O -8.182129 17.639047 -2.401712
C -7.134746 19.809014 -1.582149
H -7.275596 18.006635 0.920973
H -8.296477 16.907484 0.198041
H -8.961079 18.521115 0.131196
H -6.536878 20.112998 -2.441362
H -6.438038 20.148404 -0.815658
H -8.179010 20.120794 -1.561867
C -11.184607 12.244301 -3.921495
S -9.589661 12.936375 -4.248233
O -9.766714 14.439146 -3.932426
C -8.595304 12.376518 -2.845148
H -11.223306 11.158632 -3.832414
H -11.900156 12.656669 -4.632859
H -11.809147 12.465293 -3.055914
H -7.509627 12.442992 -2.915742
H -8.849903 11.319921 -2.927989
H -8.990927 12.709331 -1.885552

Forces on atoms 1 to 6 (eV/Å):
Rb 0.09 -0.03 -0.53
B -1.35 -1.91 -0.22
F 0.84 2.78 -0.70
F -0.64 -0.54 -0.27
F 1.93 -0.49 0.48
F -0.77 0.00 0.81

---

A cluster of 8 separate species, C10H30BN7O14S in total, computed with the ωB97M-V functional and the def2-TZVPD basis.

HOMO energy: -8.50 eV
ΔE to the lowest compared entry with this formula, charge and spin: 0.00 kcal/mol
frontier orbital gap: 8.323 eV
LUMO level: -0.2 eV
structure (SMILES): C[N+](=O)[O-].C[N+](=O)[O-].C[N+](=O)[O-].C[N+](=O)[O-].C[N+](=O)[O-].C[N+](=O)[O-].C[N+](=O)[O-].BCSCC

CARTESIAN COORDINATES (ANGSTROEM)
C -3.842714 -1.284197 -0.692012
N -3.099937 -0.258506 -1.473155
O -2.452878 -0.626606 -2.427885
O -3.160733 0.890393 -1.081428
H -3.698756 -2.245376 -1.170796
H -3.447552 -1.255270 0.319236
H -4.886227 -0.983286 -0.681258
C -4.052723 2.674248 1.813943
N -3.273433 1.412859 1.911006
O -2.067313 1.469746 1.936012
O -3.915793 0.377001 1.961648
H -3.351067 3.498915 1.790208
H -4.634557 2.604515 0.899338
H -4.713127 2.706419 2.676951
C -5.360683 0.012403 4.804689
N -6.250450 1.156202 5.143940
O -7.045203 1.026368 6.043067
O -6.111230 2.164885 4.475215
H -5.571662 -0.807941 5.479589
H -5.548964 -0.241427 3.766933
H -4.339773 0.368178 4.906936
C 2.062123 2.294219 -2.603400
N 2.699277 2.762198 -1.341860
O 3.555091 3.613414 -1.413297
O 2.310206 2.252786 -0.307756
H 2.506049 2.833559 -3.429892
H 2.245490 1.226907 -2.684158
H 0.995469 2.476561 -2.508372
C 2.216753 3.321905 -7.223773
N 2.775272 2.001745 -6.815870
O 2.547057 1.608175 -5.688983
O 3.423268 1.405375 -7.643475
H 1.662738 3.731613 -6.388493
H 3.057327 3.948188 -7.506799
H 1.582907 3.144687 -8.087288
C 3.883162 -3.938816 1.892560
N 4.813825 -4.958287 2.452723
O 4.762530 -5.191804 3.640073
O 5.567129 -5.497294 1.667177
H 3.280815 -3.540302 2.699045
H 4.493991 -3.167957 1.433242
H 3.283232 -4.433937 1.136354
C 3.367960 1.317766 2.723735
N 4.131785 0.198124 3.341746
O 5.255852 0.415828 3.731330
O 3.566167 -0.876192 3.406193
H 3.987151 2.206074 2.739088
H 3.123339 1.020953 1.708460
H 2.457211 1.440333 3.301988
B -0.610196 -3.240666 -2.299547
C 0.772769 -2.819615 -1.741038
S 0.926105 -2.761159 0.066361
C 0.052225 -1.243720 0.567435
C 0.017421 -0.069249 -0.406927
H -1.279652 -3.995412 -1.663759
H -0.985137 -2.857442 -3.364910
H 1.465750 -3.638003 -2.006273
H 1.200441 -1.922329 -2.196321
H -0.955835 -1.520315 0.894170
H 0.603569 -0.946263 1.465139
H -0.061220 -0.380547 -1.450352
H 0.911515 0.551090 -0.302354
H -0.846158 0.568281 -0.194100

Forces on atoms 1 to 6 (eV/Å):
C -0.04 -0.03 -0.05
N 0.09 -0.04 0.14
O 0.00 -0.05 -0.11
O -0.15 0.09 -0.01
H 0.02 0.01 -0.01
H -0.01 0.00 0.00

---

A cluster of 6 separate species, C10H30BrO5 in total, computed with the ωB97M-V functional and the def2-TZVPD basis.

HOMO energy: -5.42 eV
ΔE to the lowest compared entry with this formula, charge and spin: 14.13 kcal/mol
net charge: -1
frontier orbital gap: 8.662 eV
LUMO level: 3.2 eV

CARTESIAN COORDINATES (ANGSTROEM)
Br 0.689483 -1.039446 0.824187
C 1.285532 -5.006949 -2.895747
C 1.483604 -3.882816 -1.897624
O 0.572278 -4.108213 -0.841287
H 0.271471 -5.218841 -3.224364
H 1.638814 -5.928153 -2.416148
H 1.921604 -4.893642 -3.779288
H 1.281266 -2.905212 -2.358530
H 2.522691 -3.804003 -1.559125
H 0.567309 -3.320651 -0.268644
C -2.433178 2.354529 -2.325782
C -1.338391 1.775870 -1.446887
O -1.837332 0.590003 -0.859986
H -2.146164 3.261846 -2.858007
H -3.333940 2.553991 -1.743734
H -2.709248 1.606203 -3.073895
H -1.008698 2.533172 -0.720773
H -0.414253 1.589606 -2.007760
H -1.074704 0.216543 -0.371967
C 0.529054 2.662387 2.001718
C 1.372657 2.557071 3.266555
O 1.039790 1.417847 4.036706
H 0.742440 3.616381 1.510168
H -0.541269 2.683179 2.219710
H 0.756276 1.803293 1.373143
H 1.265352 3.475897 3.858890
H 2.423044 2.488770 2.984313
H 0.252414 1.601633 4.553598
C 3.684166 -0.128328 -2.028142
C 2.624599 0.916230 -2.293272
O 2.180270 1.542718 -1.095799
H 4.544286 0.218997 -1.455274
H 4.034964 -0.623980 -2.939831
H 3.213906 -0.942326 -1.464031
H 1.772896 0.371338 -2.723316
H 2.970890 1.669990 -3.001451
H 1.682882 0.845316 -0.633074
C -4.169534 -0.497309 3.436949
C -3.197784 -0.054018 2.372283
O -1.906006 0.029019 2.976971
H -4.077664 0.039939 4.380945
H -4.012246 -1.558053 3.647042
H -5.206165 -0.445104 3.081654
H -3.446754 0.892369 1.883757
H -3.217936 -0.838110 1.606790
H -1.252658 -0.118996 2.268375

Forces on atoms 1 to 6 (eV/Å):
Br -0.08 0.10 -0.33
C 1.11 -0.78 0.09
C -0.87 0.58 -0.39
O 0.26 0.02 0.19
H -0.21 0.52 0.18
H -0.12 -0.02 -0.03

---

Ordered F_max results: 0.0770, 0.0071, 0.0263; unit hartree/bohr.